No. 1
{"formula": "C4H3ErO2", "method": "wB97M-V/def2-TZVPD", "elements": ["O", "C", "C", "C", "C", "O", "H", "H", "Er", "H"], "positions_angstrom": [[1.579, -1.913, -0.237], [0.892, -1.013, -0.944], [-0.242, -0.405, -0.422], [-0.123, 0.835, 0.258], [-1.251, 1.544, 0.727], [-2.098, 1.145, 1.571], [-1.198, -0.960, -0.464], [-1.336, 2.604, 0.391], [2.726, 0.557, 0.370], [1.051, -2.394, -1.250]], "nbo_charge": [-0.673, 0.069, -0.421, -0.409, 0.283, -0.503, 0.245, 0.145, 1.723, 0.541], "e_above_lowest_ev": 3.472, "charge": 1, "gap_ev": [6.185, 6.079], "spin_multiplicity": 5, "homo_ev": [-12.15, -12.19]}

---

No. 2
{"formula": "C4H3EuO5", "method": "wB97M-V/def2-TZVPD", "elements": ["O", "C", "C", "C", "O", "C", "O", "O", "O", "H", "H", "H", "Eu"], "positions_angstrom": [[3.456, 0.087, 0.768], [2.397, 0.435, 0.364], [0.220, -0.468, -0.522], [-1.006, -1.267, -0.094], [-2.018, -0.306, 0.207], [-1.583, 0.936, 0.325], [-0.323, 1.015, -0.175], [-2.188, 1.821, 0.848], [1.331, -0.741, 0.185], [0.396, -0.444, -1.607], [-0.788, -1.851, 0.806], [-1.378, -1.896, -0.910], [1.485, 2.678, -0.195]], "lowdin_charge": [0.046, -0.397, -0.272, -0.027, 0.096, -0.601, -0.163, 0.174, -0.076, 0.162, 0.156, 0.151, 1.751], "e_above_lowest_ev": 0.241, "charge": 1, "gap_ev": [7.522, 7.683], "spin_multiplicity": 8, "homo_ev": [-13.01, -13.00]}

---

No. 3
{"formula": "C4H3F", "method": "wB97M-V/def2-TZVPD", "elements": ["C", "C", "C", "C", "F", "H", "H", "H"], "positions_angstrom": [[-2.152, 0.095, 0.025], [-0.963, -0.053, 0.183], [0.419, -0.187, 0.476], [1.422, -0.006, -0.412], [1.318, 0.478, -1.634], [-3.193, 0.272, 0.015], [0.716, -0.546, 1.441], [2.433, -0.053, -0.094]], "nbo_charge": [-0.195, -0.054, -0.379, 0.300, -0.309, 0.234, 0.242, 0.162], "e_above_lowest_ev": 0.091, "charge": 0, "gap_ev": 10.182, "homo_ev": -9.23, "smiles": "C#C/C=C\\F"}

---

No. 4
{"formula": "C4H3F2N", "method": "wB97M-V/def2-TZVPD", "elements": ["C", "C", "C", "C", "N", "F", "F", "H", "H", "H"], "positions_angstrom": [[0.569, -1.487, 0.017], [0.110, -0.150, 0.004], [1.186, 0.888, -0.054], [-1.370, 0.124, -0.019], [0.876, -2.564, 0.149], [0.988, 2.172, -0.188], [2.432, 0.506, -0.063], [-1.783, -0.494, -0.662], [-1.492, 1.136, -0.200], [-1.515, -0.132, 1.016]], "nbo_charge": [0.170, -0.051, 0.652, -0.622, -0.271, -0.294, -0.289, 0.231, 0.230, 0.246], "e_above_lowest_ev": 0.000, "charge": 0, "gap_ev": [7.152, 10.053], "spin_multiplicity": 3, "homo_ev": [-6.50, -12.30]}

---

No. 5
{"formula": "C4H3F2NO", "method": "wB97M-V/def2-TZVPD", "elements": ["C", "C", "C", "C", "N", "O", "F", "F", "H", "H", "H"], "positions_angstrom": [[1.975, -1.160, 0.297], [-0.195, 0.424, 0.799], [-0.622, -0.895, 0.355], [0.801, -0.345, 0.053], [2.538, -2.061, 0.761], [-0.711, 1.456, 1.159], [-1.503, 2.474, -1.041], [0.727, 0.042, -1.233], [-1.228, -1.073, -0.545], [-0.907, 2.741, -1.807], [-0.876, -1.603, 1.202]], "nbo_charge": [0.218, 0.213, -0.359, 0.224, -0.239, -0.185, -0.564, -0.331, 0.226, 0.566, 0.232], "charge": 0, "gap_ev": [7.831, 8.313], "spin_multiplicity": 3, "homo_ev": [-7.40, -11.46]}

---

No. 6
{"formula": "C4H3F3", "method": "wB97M-V/def2-TZVPD", "elements": ["F", "C", "C", "C", "F", "C", "F", "H", "H", "H"], "positions_angstrom": [[-0.051, -2.285, -0.993], [-0.620, -1.124, -1.357], [-0.187, -0.028, -0.734], [0.471, 0.132, 0.531], [0.468, -1.080, 1.251], [0.759, 1.123, 1.341], [0.471, 2.402, 0.877], [-1.359, -1.031, -2.188], [-1.025, 0.770, -1.185], [1.073, 1.121, 2.456]], "nbo_charge": [-0.319, 0.272, -0.369, 0.261, -0.344, 0.194, -0.343, 0.193, 0.242, 0.214], "e_above_lowest_ev": 1.649, "charge": 0, "gap_ev": 9.870, "homo_ev": -9.37, "smiles": "F/C=C\\C(F)=C/F"}